# C15H17CoO4S2

A molecular structure, C15H17CoO4S2 (wB97M-V/def2-TZVPD, the OMol25 dataset).

Output
* gap between HOMO and LUMO (spin up / spin down): 7.2 / 7.3 eV
* E_HOMO (spin up / spin down): -4.30 / -4.46 eV
* net charge: -1
* spin multiplicity: 2
* F_max: 0.54 eV/A
* lowest unoccupied orbital energy (spin up / spin down): 2.851 / 2.850 eV
* E_tot: -83320.8960 eV
* expectation value of S²: 0.865

Each line ends with the Mulliken spin population.
Element x y z (Å)
Co: -1.868 -1.950 1.202  1.0123
C: -3.213 -0.907 2.521  -0.0638
C: -3.832 -1.025 1.255  0.0664
C: -3.948 -2.400 0.960  -0.0713
C: -3.483 -3.131 2.108  0.0279
C: -3.058 -2.221 3.072  0.0414
H: -2.925 0.015 3.000  -0.0017
H: -4.061 -0.211 0.585  0.0029
H: -4.341 -2.828 0.052  -0.0013
H: -3.391 -4.204 2.168  0.0003
H: -2.558 -2.462 3.997  0.0006
C: 3.446 3.944 -1.216  -0.0003
C: 2.483 2.787 -1.229  0.0023
C: 1.337 2.808 -0.448  -0.0011
C: 0.445 1.741 -0.417  0.0033
C: -0.722 1.819 0.527  0.0014
C: 0.709 0.628 -1.229  -0.0052
C: -0.217 -0.529 -1.285  0.0164
O: -1.320 -0.551 -0.774  -0.0131
C: 1.890 0.562 -1.981  0.0033
C: 2.282 -0.674 -2.746  0.0004
C: 2.752 1.651 -1.981  -0.0012
H: 2.937 4.880 -0.984  0.0000
H: 3.946 4.055 -2.178  0.0001
H: 4.219 3.792 -0.458  0.0002
H: 1.133 3.675 0.173  0.0000
H: -0.672 2.753 1.090  -0.0001
H: -0.712 0.977 1.222  0.0004
H: -1.673 1.773 -0.001  0.0009
H: 0.118 -1.392 -1.869  0.0027
H: 2.356 -1.527 -2.069  0.0003
H: 3.252 -0.520 -3.220  0.0001
H: 1.563 -0.920 -3.529  -0.0001
H: 3.664 1.602 -2.567  0.0000
O: -0.129 -1.298 1.823  -0.0052
S: 0.849 -2.354 1.312  0.0010
O: 1.685 -1.760 0.272  -0.0006
O: 1.582 -2.977 2.387  -0.0018
S: -0.526 -3.622 0.454  -0.0175

---

# C31H18F8GaN4O2SSe

A molecular structure, C31H18F8GaN4O2SSe at a distorted geometry (wB97M-V/def2-TZVPD, the OMol25 dataset).

Output
* gap between HOMO and LUMO: 7.4 eV
* E_HOMO: -4.88 eV
* net charge: -1
* spin multiplicity: 1
* F_max: 2.94 eV/A
* lowest unoccupied orbital energy: 2.506 eV
* E_tot: -192791.6126 eV

Each line ends with the Mulliken charge.
Element x y z (Å)
Ga: -1.343 0.967 -0.309  0.1275
O: -1.837 1.177 1.695  -0.0880
N: -0.885 1.495 2.437  -0.9317
N: 0.284 1.595 1.868  1.1517
O: 0.444 1.352 0.592  -0.2136
C: 1.420 1.998 2.609  -0.1334
C: 1.456 1.970 3.989  -0.2260
C: 2.684 2.239 4.595  -0.4852
C: 3.781 2.465 3.841  -0.4565
C: 3.830 2.219 2.457  -1.0235
C: 2.576 2.088 1.850  0.0727
H: 0.590 1.672 4.684  0.3168
H: 2.784 2.304 5.651  0.3803
H: 4.668 2.792 4.319  0.4127
H: 4.736 2.403 1.914  0.3937
H: 2.450 2.074 0.780  0.6273
F: 2.461 4.653 -4.411  -0.3261
C: 1.758 4.685 -3.270  0.5601
F: 1.200 5.956 -3.229  -0.2597
F: 2.681 4.594 -2.322  -0.2089
C: 0.805 3.443 -3.234  -0.4382
C: 0.729 2.595 -4.291  -0.0653
C: 0.193 1.313 -4.271  -1.0040
C: -0.439 0.974 -3.090  -0.2528
N: -0.583 1.836 -2.126  0.1581
C: -0.015 3.086 -2.124  0.4031
S: -0.285 4.089 -0.824  -0.4916
H: 1.261 2.947 -5.139  0.5146
H: 0.324 0.617 -5.078  0.4686
H: -0.936 -0.007 -2.887  0.4689
F: -6.081 -1.776 3.758  -0.3129
C: -5.417 -1.234 2.733  0.3629
C: -5.075 -1.970 1.610  0.2115
F: -5.303 -3.330 1.615  -0.3326
C: -4.580 -1.302 0.477  0.3607
F: -4.477 -1.901 -0.703  -0.4117
C: -4.366 0.063 0.517  -0.4822
Se: -3.640 1.134 -0.964  -0.1972
C: -4.738 0.796 1.681  0.3724
F: -4.495 2.101 1.874  -0.3284
C: -5.307 0.147 2.750  0.5446
F: -5.581 0.763 3.892  -0.3155
N: -1.165 -0.896 -0.511  -0.2713
C: -0.233 -1.732 -0.564  -0.3160
C: 1.264 -1.300 -0.406  0.6744
C: 1.973 -1.721 0.709  -0.1366
C: 3.332 -1.402 0.815  -0.7018
C: 3.991 -0.634 -0.113  -0.6045
C: 3.274 -0.138 -1.205  -0.5392
C: 1.962 -0.559 -1.402  0.4893
C: -0.452 -3.171 -0.858  0.4055
C: -1.637 -3.783 -0.445  -0.2630
C: -1.858 -5.136 -0.715  -0.5707
C: -0.869 -5.910 -1.312  -0.3629
C: 0.258 -5.273 -1.801  -0.7944
C: 0.491 -3.973 -1.479  -0.1670
H: 1.437 -2.323 1.455  0.4443
H: 3.912 -1.631 1.678  0.4001
H: 5.046 -0.461 0.043  0.3993
H: 3.761 0.475 -1.997  0.3359
H: 1.401 -0.164 -2.293  0.0002
H: -2.353 -3.178 0.094  0.2271
H: -2.740 -5.603 -0.335  0.4186
H: -1.043 -6.990 -1.461  0.3385
H: 1.023 -5.977 -2.231  0.2825
H: 1.495 -3.600 -1.584  0.3880

---

# C41H45N4O4Se2Tl

A molecular structure, C41H45N4O4Se2Tl at a distorted geometry (wB97M-V/def2-TZVPD, the OMol25 dataset).

Output
* gap between HOMO and LUMO (spin up / spin down): 4.7 / 5.6 eV
* E_HOMO (spin up / spin down): -7.17 / -7.20 eV
* spin multiplicity: 1
* F_max: 1.75 eV/A
* lowest unoccupied orbital energy (spin up / spin down): -2.454 / -1.625 eV
* E_tot: -192784.2621 eV

Each line ends with the Mulliken charge.
Element x y z (Å)
Tl: -0.893 0.187 -0.593  1.8721
O: -2.367 4.231 1.119  -0.8110
C: -2.082 3.207 0.518  0.1950
O: -1.585 2.148 0.952  -0.5776
C: -2.421 3.218 -1.010  0.3618
C: -3.065 4.325 -1.552  -1.0583
C: -3.340 4.328 -2.909  -0.5322
C: -2.947 3.246 -3.685  -0.5527
C: -2.310 2.182 -3.058  0.1200
N: -2.086 2.191 -1.758  0.5936
C: -1.795 0.998 -3.903  -0.0810
O: -1.952 1.052 -5.112  -0.7638
O: -1.230 0.091 -3.231  -0.5167
H: -3.318 5.143 -0.895  0.6109
H: -3.851 5.164 -3.362  0.4331
H: -3.094 3.196 -4.753  0.5721
C: -0.217 -2.236 -4.926  -1.1003
Se: 0.844 -1.091 -3.778  0.5650
C: 2.467 -2.271 -3.751  -0.8860
C: 3.628 -1.412 -3.303  -0.9221
Se: 3.093 -0.399 -1.670  0.1392
C: 3.583 1.364 -2.320  -0.9265
H: -0.303 -3.229 -4.487  0.2981
H: 0.244 -2.295 -5.908  0.3820
H: -1.190 -1.767 -5.005  0.2741
H: 2.636 -2.698 -4.740  0.5297
H: 2.294 -3.084 -3.040  0.3705
H: 3.875 -0.668 -4.062  0.3849
H: 4.516 -2.005 -3.079  0.4307
H: 4.613 1.340 -2.676  0.5258
H: 3.486 2.051 -1.483  0.1615
H: 2.901 1.651 -3.120  0.2615
C: -1.092 -4.707 -1.245  -1.3291
C: -0.893 -3.323 -1.316  -0.1980
N: -1.686 -2.462 -0.735  0.4998
C: -2.753 -2.888 -0.055  -0.3968
C: -3.033 -4.266 0.100  1.2857
C: -2.155 -5.178 -0.510  -0.8503
C: -4.181 -4.673 0.835  -0.9207
C: -5.042 -3.759 1.344  -0.8342
C: -4.808 -2.362 1.193  1.1678
C: -5.692 -1.382 1.678  -0.6699
C: -5.378 -0.056 1.505  -1.1636
C: -4.173 0.278 0.874  -0.0570
N: -3.343 -0.616 0.396  0.4263
C: -3.643 -1.916 0.524  -0.4695
H: -0.421 -5.382 -1.752  0.5317
H: -0.058 -2.895 -1.860  0.4538
H: -2.333 -6.238 -0.389  0.4322
H: -4.355 -5.734 0.956  0.4085
H: -5.928 -4.080 1.873  0.4127
H: -6.601 -1.682 2.181  0.4263
H: -6.032 0.726 1.855  0.4691
H: -3.878 1.311 0.768  0.3028
C: 2.609 4.796 2.949  -1.8720
C: 2.108 4.057 1.742  0.1402
C: 1.603 4.728 0.636  -0.8094
C: 1.185 4.020 -0.495  0.1233
C: 0.656 4.767 -1.682  -2.0641
C: 1.250 2.647 -0.486  0.1986
C: 1.677 1.912 0.653  0.1538
C: 2.128 2.676 1.754  -0.4696
N: 1.662 0.574 0.544  0.6036
C: 1.790 -0.330 1.649  -0.2119
C: 1.393 -1.732 1.156  -0.4090
C: 1.566 -2.777 2.250  0.3991
C: 0.695 -2.406 3.449  -1.5118
C: 1.106 -1.028 3.960  0.3056
C: 2.578 -1.059 4.381  -1.2857
C: 3.442 -1.455 3.184  0.3860
C: 3.030 -2.835 2.680  -1.5239
C: 3.279 -0.425 2.069  -1.2463
C: 0.907 0.013 2.861  -1.0407
H: 2.537 5.871 2.815  0.3982
H: 3.648 4.533 3.148  0.3632
H: 2.021 4.513 3.822  0.3406
H: 1.515 5.804 0.655  0.3700
H: 1.404 5.464 -2.058  0.5735
H: -0.224 5.340 -1.394  0.3782
H: 0.378 4.082 -2.480  0.2501
H: 0.900 2.081 -1.341  1.0709
H: 2.539 2.200 2.628  0.7453
H: 1.999 -1.979 0.280  0.2676
H: 0.346 -1.708 0.847  -0.6874
H: 1.257 -3.754 1.861  0.4031
H: 0.813 -3.149 4.241  0.6075
H: -0.356 -2.392 3.153  0.3909
H: 0.489 -0.756 4.825  0.3144
H: 2.715 -1.776 5.194  0.5262
H: 2.883 -0.076 4.750  0.5305
H: 4.496 -1.477 3.484  0.2511
H: 3.159 -3.580 3.468  0.5441
H: 3.657 -3.125 1.834  0.5051
H: 3.857 -0.712 1.187  0.3308
H: 3.650 0.542 2.404  0.4765
H: 1.129 1.000 3.260  0.8484
H: -0.134 0.035 2.525  0.0550

---

# C41H46NO23

8 unconnected molecules or ions with the total composition C41H46NO23 at a distorted geometry (wB97M-V/def2-TZVPD, the OMol25 dataset).

Output
* gap between HOMO and LUMO: 5.2 eV
* E_HOMO: -10.24 eV
* net charge: +1
* spin multiplicity: 1
* F_max: 11.03 eV/A
* lowest unoccupied orbital energy: -5.030 eV
* E_tot: -91814.9206 eV

Each line ends with the Mulliken charge.
Element x y z (Å)
C: 7.136 3.893 33.514  -1.7902
N: 7.984 2.846 32.686  1.7820
C: 8.696 3.523 31.645  -0.7397
C: 9.032 2.288 33.545  -0.8071
C: 7.054 1.754 32.257  -0.8016
C: 7.644 0.406 31.826  -0.5609
O: 6.483 -0.363 31.417  -0.3634
H: 7.715 4.747 33.943  0.2002
H: 6.822 3.338 34.477  0.3090
H: 6.221 4.047 33.105  1.0673
H: 7.938 4.008 30.803  0.0311
H: 9.105 2.911 30.903  0.3066
H: 9.234 4.395 32.131  0.0939
H: 8.510 1.727 34.457  0.3417
H: 9.441 3.074 34.018  0.2231
H: 9.989 1.587 33.246  0.1062
H: 6.614 2.120 31.368  0.5333
H: 6.416 1.500 33.095  0.3169
H: 8.243 0.079 32.752  0.2176
H: 8.255 0.781 31.102  0.2512
H: 6.725 -0.904 30.743  0.2659
C: 7.534 1.142 27.192  -0.8056
C: 6.722 1.934 26.166  0.0520
C: 7.091 3.222 25.767  0.5983
O: 6.510 3.840 24.915  -0.5564
C: 8.137 3.830 26.564  -0.4208
C: 8.900 3.094 27.674  0.2708
C: 8.685 1.687 27.928  0.7601
O: 9.236 1.150 28.780  -0.4712
O: 9.709 3.786 28.428  -0.0837
O: 5.713 1.378 25.378  -0.4420
H: 7.161 0.109 27.635  0.2959
H: 8.163 4.926 26.510  0.3439
H: 10.221 4.389 28.007  0.2189
H: 5.877 1.800 24.631  0.3019
C: 3.728 7.993 37.742  -0.7978
C: 4.653 6.877 37.290  0.3704
C: 4.418 6.021 36.124  0.6305
O: 5.153 5.031 35.848  -0.6491
C: 3.264 6.282 35.364  -0.0124
C: 2.130 7.230 35.956  0.3901
C: 2.436 8.224 37.060  0.3921
O: 1.721 9.058 37.341  -0.4070
O: 0.877 7.193 35.390  -0.4634
O: 5.825 6.531 37.879  -0.3960
H: 4.083 8.615 38.766  0.2464
H: 3.063 5.477 34.558  0.1477
H: 0.902 6.486 34.676  0.3621
H: 6.388 6.012 37.405  0.3658
C: 13.045 2.300 30.178  -1.0603
C: 14.203 3.234 30.053  0.1796
C: 14.801 3.957 31.175  0.7201
O: 15.760 4.660 31.097  -0.5781
C: 14.206 3.659 32.518  -0.4844
C: 13.059 2.544 32.619  0.1184
C: 12.392 2.015 31.519  0.9593
O: 11.524 1.230 31.645  -0.5979
O: 12.529 2.165 33.782  -0.4582
O: 14.697 3.572 28.801  -0.5204
H: 12.590 1.719 29.355  0.4691
H: 14.449 4.244 33.386  0.5505
H: 12.533 2.769 34.447  0.3132
H: 15.502 4.048 28.805  0.3356
C: 12.921 6.592 33.709  -0.8321
C: 13.909 7.696 33.316  0.2549
C: 13.681 8.376 32.087  0.6104
O: 14.361 9.384 31.902  -0.5615
C: 12.630 7.988 31.175  -0.7720
C: 11.770 6.840 31.490  0.3231
C: 11.861 6.279 32.811  0.3453
O: 10.923 5.493 33.222  -0.3032
O: 10.901 6.204 30.621  -0.2310
O: 14.907 8.030 34.232  -0.4440
H: 12.974 6.059 34.583  0.6887
H: 12.551 8.622 30.205  0.3117
H: 11.102 6.468 29.734  0.2648
H: 15.542 8.456 33.793  0.2978
C: 2.189 6.399 29.405  -1.0871
C: 2.474 5.240 30.485  -0.1329
C: 3.317 5.332 31.665  1.3081
O: 3.499 4.495 32.492  -0.5992
C: 4.006 6.531 31.817  -0.2377
C: 3.945 7.709 30.665  0.1877
C: 3.098 7.614 29.569  0.6855
O: 3.074 8.457 28.684  -0.5342
O: 4.641 8.820 30.785  -0.4335
O: 1.885 4.009 30.431  -0.4686
H: 1.621 6.328 28.590  0.5629
H: 4.642 6.680 32.689  0.2056
H: 5.355 8.677 31.412  0.3456
H: 2.325 3.439 31.030  0.3761
C: 3.173 -0.218 32.347  -1.3746
C: 3.327 0.723 31.128  0.8662
O: 3.431 1.904 31.264  -0.7208
C: 3.323 0.055 29.799  -0.9840
H: 3.320 0.366 33.275  0.3201
H: 3.879 -0.946 32.516  0.4507
H: 2.102 -0.522 32.402  0.3862
H: 4.207 0.688 29.377  0.0616
H: 2.577 0.227 29.265  0.6398
H: 3.418 -1.159 29.955  0.2159
C: 9.603 3.774 38.529  -1.1306
C: 9.155 4.639 37.401  0.4023
O: 7.925 4.927 37.391  -0.6646
C: 10.022 5.153 36.396  -0.0523
H: 8.719 3.081 38.672  0.3387
H: 9.718 4.241 39.489  0.3231
H: 10.324 2.969 38.218  0.3165
H: 10.481 4.519 35.734  -0.2412
H: 10.898 5.781 36.774  0.3954
H: 9.449 5.812 35.638  0.1496

---

# C6H6N2O

A single C6H6N2O molecule at a distorted geometry (wB97M-V/def2-TZVPD, the OMol25 dataset).

Output
* gap between HOMO and LUMO: 8.2 eV
* E_HOMO: -8.40 eV
* SMILES string: [H]/N=C/c1ccoc1/C=N/[H]
* spin multiplicity: 1
* F_max: 5.19 eV/A
* lowest unoccupied orbital energy: -0.161 eV
* E_tot: -11345.0279 eV

Each line ends with the Mulliken charge.
Element x y z (Å)
H: -2.952 -1.675 -0.021  0.2324
N: -1.990 -1.342 -0.012  -0.5143
C: -1.860 -0.084 -0.013  -0.2819
C: -0.573 0.550 0.003  0.6290
C: -0.273 1.922 -0.008  -0.6462
C: 1.091 2.048 -0.005  -0.3768
O: 1.701 0.862 0.005  -0.3723
C: 0.791 -0.106 0.011  0.2114
C: 1.103 -1.503 0.032  -0.1897
N: 2.303 -1.902 -0.033  -0.6072
H: 2.416 -2.912 -0.007  0.2374
H: -2.700 0.626 -0.030  0.3174
H: -0.980 2.728 -0.013  0.4572
H: 1.714 2.922 -0.011  0.4485
H: 0.209 -2.132 0.102  0.4550

---

# C29H28BMoN11O2S2Se

A molecular structure, C29H28BMoN11O2S2Se at a distorted geometry (wB97M-V/def2-TZVPD, the OMol25 dataset).

Output
* gap between HOMO and LUMO (spin up / spin down): 6.1 / 5.9 eV
* E_HOMO (spin up / spin down): -16.09 / -16.08 eV
* net charge: +3
* spin multiplicity: 4
* F_max: 3.22 eV/A
* lowest unoccupied orbital energy (spin up / spin down): -10.033 / -10.133 eV
* E_tot: -140534.0055 eV
* expectation value of S²: 3.775

Each line ends with the Mulliken spin population.
Element x y z (Å)
Mo: -0.785 2.185 0.027  2.6338
C: -1.879 1.818 -3.457  0.0146
C: -1.956 0.611 -2.624  0.0012
C: -2.258 -0.692 -2.807  -0.0182
C: -2.120 -1.381 -1.490  -0.0001
N: -1.691 -0.354 -0.585  0.1062
N: -1.551 0.688 -1.244  -0.0167
B: 1.040 -0.456 1.320  0.0060
N: 1.746 0.327 0.334  0.0426
C: 2.973 0.248 -0.252  0.0432
C: 3.096 1.313 -1.137  -0.0058
C: 1.879 1.974 -1.084  0.0139
C: 1.343 3.175 -1.792  0.0289
N: 1.116 1.435 -0.153  -0.0484
N: 0.012 0.183 2.202  0.0395
C: -0.093 -0.023 3.517  0.0447
C: -1.106 0.766 4.076  0.0088
C: -1.591 1.546 3.028  0.0285
C: -2.762 2.491 3.008  0.0201
N: -0.841 1.280 1.912  -0.0126
N: 1.332 -1.831 1.285  -0.0033
C: 0.966 -2.747 2.292  -0.0001
C: 1.755 -3.788 2.119  -0.0009
C: 2.620 -3.529 1.004  0.0006
C: 3.856 -4.277 0.556  -0.0008
N: 2.401 -2.313 0.560  0.0012
H: -2.715 1.911 -4.120  0.0011
H: -0.968 1.924 -4.008  0.0021
H: -1.994 2.686 -2.780  -0.0074
H: -2.639 -1.100 -3.659  -0.0001
H: -3.140 -1.679 -1.220  0.0035
H: 3.590 -0.583 0.029  0.0041
H: 3.958 1.452 -1.735  0.0004
H: 0.229 3.282 -1.639  -0.0016
H: 1.339 3.089 -2.892  0.0020
H: 1.749 4.162 -1.449  0.0030
H: 0.623 -0.718 3.992  0.0008
H: -1.350 0.737 5.107  0.0014
H: -3.333 2.407 3.990  0.0004
H: -3.435 2.137 2.204  0.0011
H: -2.478 3.506 2.782  -0.0062
H: 0.084 -2.640 2.971  0.0007
H: 1.774 -4.689 2.713  -0.0001
H: 4.043 -5.107 1.287  0.0000
H: 4.818 -3.743 0.698  0.0000
H: 3.860 -4.663 -0.495  0.0000
Se: -3.489 4.634 -1.181  0.0227
N: -2.160 3.775 -0.130  -0.0128
C: -1.456 4.741 0.450  -0.0570
C: -0.367 4.550 1.339  0.0162
C: 0.310 5.656 1.733  0.0358
C: -0.057 7.003 1.402  -0.0078
C: -1.201 7.211 0.691  0.0180
C: -1.821 6.070 0.101  0.0055
N: -2.904 6.139 -0.670  0.0532
H: -0.085 3.553 1.846  -0.0163
H: 1.274 5.584 2.305  0.0003
H: 0.620 7.763 1.673  -0.0002
H: -1.471 8.206 0.367  0.0002
O: -1.526 -3.410 1.103  0.0000
S: -1.704 -3.834 -0.250  0.0002
O: -2.985 -4.209 -0.696  0.0001
N: -1.295 -2.508 -1.371  0.0050
C: -0.037 -2.631 -1.808  -0.0050
S: 0.860 -1.498 -2.467  0.0066
C: 0.389 -4.038 -1.663  0.0028
C: 1.448 -4.647 -2.350  0.0013
C: 1.648 -6.029 -2.248  0.0005
C: 0.850 -6.739 -1.420  -0.0002
C: -0.267 -6.219 -0.781  0.0002
C: -0.465 -4.798 -0.865  -0.0007
H: 2.041 -4.020 -3.054  -0.0003
H: 2.461 -6.633 -2.756  0.0000
H: 0.861 -7.805 -1.321  -0.0001
H: -0.989 -6.884 -0.372  0.0000